{
  "formula": "C27H52AlBCl2N4O2P2",
  "method": "ωB97M-V/def2-TZVPD",
  "elements": ["Al", "C", "C", "C", "C", "P", "C", "N", "B", "N", "C", "P", "C", "C", "C", "C", "C", "C", "C", "C", "C", "C", "C", "C", "C", "C", "C", "C", "C", "C", "H", "H", "H", "H", "H", "H", "H", "H", "H", "H", "H", "H", "H", "H", "H", "H", "H", "H", "H", "H", "H", "H", "H", "H", "H", "H", "H", "H", "H", "H", "H", "H", "H", "H", "H", "H", "H", "H", "H", "H", "H", "H", "H", "H", "C", "O", "C", "O", "N", "N", "H", "H", "H", "H", "H", "H", "Cl", "C", "Cl", "H", "H"],
  "xyz": [[0.79634, -0.17594, -0.29007], [-2.64166, -3.70543, 1.61713], [-1.94682, -2.87571, 0.53253], [-1.83386, -3.71113, -0.74668], [-2.79477, -1.63511, 0.23093], [-0.26847, -2.21612, 1.00235], [-0.52389, -1.33067, 2.62610], [-0.53109, 0.10205, 2.40779], [0.23525, 0.78051, 1.41848], [-0.20215, 2.13753, 1.42816], [0.08838, 3.09869, 0.38384], [0.12410, 2.19619, -1.24712], [1.26011, 3.20504, -2.31979], [2.69413, 2.93604, -1.81480], [1.15445, 2.72886, -3.77136], [0.98941, 4.71276, -2.23788], [-1.64152, 2.21144, -1.85544], [-2.54856, 1.95809, -0.64252], [-1.80896, 1.06326, -2.85898], [-2.08210, 3.52570, -2.50263], [-1.17202, 2.28268, 2.42807], [-1.89647, 3.39248, 2.83307], [-2.83664, 3.22218, 3.83966], [-3.04000, 1.97803, 4.43507], [-2.30877, 0.86576, 4.04242], [-1.37985, 1.02741, 3.02620], [0.97242, -3.55772, 1.35379], [0.43503, -4.69245, 2.22994], [1.49535, -4.12579, 0.02866], [2.14695, -2.87954, 2.07742], [-3.66739, -3.89325, 1.29202], [-2.70612, -3.19738, 2.57881], [-2.16840, -4.67256, 1.77028], [-2.83887, -3.90550, -1.12736], [-1.36555, -4.67846, -0.56605], [-1.27818, -3.18922, -1.53134], [-3.80565, -1.95469, -0.03119], [-2.39691, -1.08414, -0.62388], [-2.87345, -0.95462, 1.08270], [0.27418, -1.61843, 3.31071], [-1.46280, -1.64805, 3.07762], [1.04269, 3.60516, 0.54224], [-0.68015, 3.87301, 0.34602], [3.10589, 2.03763, -2.28645], [2.75943, 2.84912, -0.72457], [3.34931, 3.76301, -2.09061], [1.31434, 1.64938, -3.85756], [1.92165, 3.22477, -4.37021], [0.18953, 2.96764, -4.21662], [1.08005, 5.09473, -1.21996], [0.00989, 4.98537, -2.62270], [1.73577, 5.23020, -2.84456], [-2.22392, 1.12175, -0.02456], [-3.55489, 1.73616, -1.00487], [-2.61974, 2.83191, 0.00426], [-1.57659, 0.09143, -2.41529], [-1.18383, 1.18834, -3.74432], [-2.84892, 1.03147, -3.19073], [-1.94744, 4.37896, -1.83574], [-3.14979, 3.45575, -2.72294], [-1.57019, 3.72975, -3.44256], [-1.73051, 4.36873, 2.39459], [-3.41295, 4.07244, 4.17770], [-3.77133, 1.88027, 5.22561], [-2.45865, -0.09064, 4.52734], [-0.23557, -5.34953, 1.67717], [-0.09042, -4.32395, 3.11275], [1.27266, -5.30196, 2.57780], [0.72053, -4.60339, -0.56815], [2.25755, -4.87729, 0.24394], [1.96626, -3.34934, -0.58237], [1.97037, -2.77769, 3.14768], [2.36162, -1.87506, 1.70074], [3.04824, -3.48225, 1.95055], [0.79497, -2.38300, -4.27500], [2.01246, -1.89146, -3.62242], [1.88806, -1.30048, -2.48915], [0.79608, -1.10116, -1.90174], [3.02091, -0.85746, -1.92564], [2.85444, -0.22410, -0.67944], [1.13797, -2.77134, -5.22529], [0.10399, -1.55630, -4.40938], [0.36164, -3.16659, -3.66041], [3.92188, -0.94705, -2.37262], [3.07765, 0.76535, -0.77884], [3.51798, -0.61141, -0.00613], [5.15829, -0.53797, 1.93658], [4.64943, 0.26749, 3.44833], [2.95483, 0.74585, 3.38502], [5.26248, 1.15094, 3.57065], [4.79085, -0.43995, 4.25519]],
  "forces_ev_per_a": [[-0.20, -0.02, 0.42], [-0.04, -0.05, -0.01], [0.00, -0.02, 0.02], [-0.01, -0.02, -0.03], [-0.03, 0.03, 0.01], [0.13, 0.08, 0.00], [-0.05, -0.03, 0.02], [0.13, 0.03, -0.14], [-0.19, 0.01, -0.10], [0.09, 0.00, 0.10], [-0.05, -0.03, -0.04], [0.00, -0.12, 0.03], [0.05, 0.04, -0.01], [-0.05, -0.02, 0.02], [0.04, 0.04, -0.06], [-0.01, 0.04, 0.00], [-0.02, 0.03, -0.02], [-0.06, -0.03, 0.00], [-0.01, -0.03, -0.02], [-0.03, 0.04, -0.01], [0.00, 0.04, -0.07], [0.00, 0.01, 0.02], [0.00, 0.00, 0.00], [0.01, 0.00, -0.01], [-0.02, 0.01, 0.01], [0.05, -0.05, 0.09], [-0.01, -0.04, 0.11], [0.04, -0.07, -0.02], [0.00, 0.00, -0.02], [0.06, 0.02, 0.05], [0.00, -0.01, 0.00], [0.00, 0.03, -0.01], [-0.04, 0.06, 0.00], [0.00, 0.00, 0.00], [-0.01, 0.02, 0.01], [0.01, 0.02, 0.02], [0.00, 0.02, 0.01], [0.02, 0.04, 0.00], [0.01, -0.01, 0.00], [-0.04, -0.02, 0.05], [-0.05, 0.00, -0.03], [0.01, 0.00, 0.01], [0.01, 0.01, 0.00], [-0.01, -0.01, 0.01], [-0.01, 0.05, 0.02], [0.02, -0.03, -0.07], [0.00, 0.00, 0.01], [0.00, -0.01, 0.01], [0.05, -0.01, 0.01], [0.01, -0.01, -0.01], [0.07, -0.01, 0.03], [-0.01, 0.01, 0.00], [0.02, -0.09, 0.00], [0.01, 0.01, 0.00], [-0.01, 0.00, -0.01], [0.00, 0.02, 0.03], [0.00, 0.01, 0.00], [0.01, 0.01, -0.01], [-0.01, -0.03, 0.00], [0.00, 0.00, 0.00], [-0.04, 0.00, 0.04], [0.00, 0.00, 0.00], [0.00, 0.00, -0.01], [0.01, 0.00, -0.01], [0.00, 0.01, 0.00], [0.03, 0.01, 0.01], [0.02, 0.01, -0.01], [0.00, 0.00, -0.02], [0.01, 0.02, 0.02], [-0.01, 0.00, -0.01], [0.02, 0.02, 0.01], [0.00, -0.03, 0.00], [0.03, 0.04, -0.06], [-0.01, -0.01, 0.02], [0.08, 0.02, 0.05], [0.01, -0.06, -0.04], [-0.20, 0.16, -0.03], [-0.08, -0.21, -0.37], [0.01, -0.01, 0.04], [0.25, 0.02, -0.25], [-0.01, -0.01, -0.01], [-0.02, 0.00, -0.01], [-0.02, -0.01, -0.01], [0.06, 0.00, 0.03], [0.15, 0.16, 0.03], [-0.20, -0.08, 0.30], [0.07, -0.02, -0.04], [-0.03, -0.01, -0.06], [-0.05, 0.00, -0.02], [0.02, 0.01, 0.00], [0.00, -0.01, 0.01]],
  "total_charge": 2,
  "e_homo_ev": -12.70,
  "homo_lumo_gap_ev": 7.687,
  "lumo_energy_ev": -5.0142
}


{
  "formula": "C27H52Cl3NO4PS",
  "method": "ωB97M-V/def2-TZVPD",
  "elements": ["C", "C", "C", "C", "C", "C", "C", "C", "N", "C", "C", "Cl", "C", "C", "C", "P", "C", "C", "C", "C", "C", "C", "Cl", "C", "C", "Cl", "C", "S", "C", "O", "O", "H", "H", "H", "H", "H", "H", "H", "H", "H", "H", "H", "H", "H", "H", "H", "H", "H", "H", "H", "H", "H", "H", "H", "H", "H", "H", "H", "H", "H", "H", "H", "H", "H", "H", "H", "H", "H", "H", "H", "H", "C", "C", "O", "H", "H", "H", "H", "H", "H", "C", "C", "O", "H", "H", "H", "H", "H", "H"],
  "xyz": [[3.74898, 1.16935, -0.53262], [3.37000, 2.72873, -0.62107], [3.16156, 3.25985, -2.14068], [2.05060, 2.43699, -2.95988], [0.75615, 3.34070, -3.37742], [-0.05405, 3.78340, -2.05391], [-1.53827, 3.11022, -2.08024], [-1.49863, 1.50140, -2.12431], [-2.53950, 0.85910, -1.22749], [-2.19025, 0.69866, 0.18152], [-0.80724, 1.21949, 0.81925], [-1.08918, 2.50833, 2.14161], [0.13260, -0.01133, 1.36348], [0.70639, 0.24985, 2.84968], [-3.16739, -0.01242, 1.21283], [-2.79186, -0.32602, 3.04059], [-4.48210, -0.13491, 3.91703], [-2.20720, -2.11834, 3.30870], [-2.41706, -3.08802, 2.03556], [-4.54551, -0.51285, 0.70200], [-4.86015, -0.29965, -0.83582], [-6.27928, -0.88780, -1.29983], [-6.74107, -2.44701, -0.38162], [-7.51951, 0.12133, -1.09744], [-7.12291, 1.66340, -0.92372], [-8.70428, -0.11310, -2.50657], [-3.83350, 0.42288, -1.78085], [-4.31228, 0.68407, -3.57154], [-3.75302, -0.81265, -4.50616], [-5.81195, 0.80270, -3.77841], [-3.76687, 1.99516, -4.13722], [3.86467, 0.92351, 0.58674], [4.74298, 0.90289, -1.05686], [2.95323, 0.46646, -0.98811], [4.23321, 3.36374, -0.19021], [2.39327, 2.86509, -0.01548], [4.17471, 3.06200, -2.67119], [3.02437, 4.40687, -2.18421], [2.51879, 2.06719, -3.93793], [1.68802, 1.51656, -2.37063], [1.15962, 4.24238, -3.97579], [0.10807, 2.72491, -4.11582], [0.47335, 3.50506, -1.07733], [-0.24954, 4.92159, -2.15323], [-2.21225, 3.51372, -1.23051], [-2.02374, 3.50853, -3.05233], [-0.42822, 1.15779, -1.83989], [-1.60149, 1.14412, -3.22114], [-0.12878, 1.77424, 0.08259], [-0.47771, -0.99147, 1.43033], [1.01670, -0.21124, 0.66587], [1.37616, -0.64480, 3.13893], [1.34349, 1.20370, 2.93634], [-0.10854, 0.33372, 3.64900], [-4.96627, 0.80336, 3.44460], [-5.13318, -1.04359, 3.61200], [-4.39091, -0.01482, 5.05068], [-1.09769, -2.15800, 3.58121], [-2.77391, -2.61753, 4.18772], [-1.85930, -4.07975, 2.21773], [-3.53707, -3.35050, 1.99801], [-2.02158, -2.65529, 1.04603], [-5.27410, -1.00561, 1.43063], [-6.22727, -1.22898, -2.40410], [-8.09291, -0.20751, -0.15751], [-6.34868, 1.87188, -0.10564], [-6.84139, 2.18052, -1.92103], [-8.08900, 2.20632, -0.58137], [-3.14739, -0.58630, -5.44601], [-3.21443, -1.53391, -3.77538], [-4.70612, -1.38900, -4.82693], [7.60656, -1.16443, 2.08507], [6.81777, 0.12958, 2.11556], [5.45170, -0.12005, 1.79872], [7.54088, -1.63088, 1.09894], [8.65831, -0.98547, 2.32151], [7.20241, -1.88029, 2.80289], [7.21142, 0.83543, 1.38064], [6.86972, 0.59584, 3.10445], [5.10810, -0.73794, 2.45823], [7.16246, -6.20693, 1.75445], [6.98679, -4.72476, 1.48964], [7.80152, -3.96688, 2.37578], [6.89721, -6.44598, 2.78758], [6.53705, -6.80051, 1.08322], [8.20625, -6.50348, 1.61643], [5.94758, -4.42848, 1.64971], [7.26209, -4.47645, 0.45955], [8.71986, -4.22768, 2.22242]],
  "forces_ev_per_a": [[0.14, 0.08, 0.38], [-0.07, -0.08, -0.86], [0.87, -0.73, 0.07], [-0.52, 0.67, -0.69], [1.14, -0.69, 0.32], [-1.39, 0.08, -1.03], [-0.08, 0.96, -0.57], [1.47, 0.75, -1.20], [-1.13, -1.15, 2.15], [-2.33, -1.03, 0.75], [1.17, -0.33, -0.80], [-0.23, -0.97, -1.49], [-0.43, -0.36, 1.30], [0.55, -0.17, 0.23], [-2.67, -0.84, -3.98], [0.68, 0.89, 1.31], [-0.91, -0.51, -1.56], [-0.12, -1.79, -0.80], [-0.15, -0.56, 0.64], [3.80, 2.51, -2.78], [1.85, 0.57, 1.46], [0.08, 0.12, -1.29], [0.79, 1.15, -0.61], [0.33, 0.54, 0.70], [-1.27, 0.75, -0.40], [1.03, 0.23, 1.25], [-0.90, -1.80, 4.50], [-3.10, 4.87, -4.08], [-0.19, -1.89, 0.38], [3.62, -1.84, 1.93], [0.34, -4.13, 2.28], [-0.09, 0.17, -1.89], [-1.53, 0.61, 0.85], [1.08, 1.22, 0.70], [-1.55, -1.08, -0.33], [1.60, 0.08, -0.79], [-1.60, 0.38, 0.87], [-0.11, -1.87, 0.16], [-0.67, 0.34, 1.44], [0.62, 1.34, -0.80], [-0.79, -1.32, 1.09], [0.87, 1.05, 1.28], [-0.49, 0.64, -1.47], [0.44, -1.89, 0.68], [1.22, -0.88, -1.11], [0.61, -0.94, 1.59], [-2.07, 0.30, -0.07], [-0.30, 0.48, 2.03], [-1.51, -0.74, 0.90], [0.85, 1.59, -0.30], [-1.38, 0.55, 0.74], [-1.00, 1.37, -0.57], [-0.93, -1.50, -0.39], [1.01, -0.17, -1.40], [0.76, -1.41, 0.97], [0.75, 1.48, 0.98], [0.08, -0.29, -1.79], [-1.52, 0.57, -0.31], [0.79, 1.16, -1.33], [-0.84, 1.53, -0.26], [1.69, 0.46, -0.43], [-0.80, -0.55, 1.52], [1.09, 0.74, -1.49], [-0.11, 0.77, 1.96], [0.94, 0.43, -1.53], [-0.96, -0.60, -1.23], [-0.19, -1.15, 1.68], [1.57, -0.95, -0.53], [-0.72, 0.15, 1.59], [-0.57, 1.39, -1.26], [1.38, 1.33, 0.60], [-0.11, 0.29, 0.03], [0.22, -0.29, 0.16], [-0.32, 0.00, 0.04], [0.03, 0.10, 0.07], [-0.04, -0.08, 0.02], [0.14, 0.18, -0.02], [-0.26, 0.01, 0.01], [0.16, 0.08, -0.03], [0.16, 0.12, -0.15], [-0.12, -0.15, 0.01], [0.40, -0.23, 0.04], [0.11, -0.26, 0.07], [-0.05, 0.06, -0.10], [0.08, -0.03, 0.03], [-0.07, 0.00, -0.11], [0.14, 0.13, 0.07], [-0.17, -0.07, -0.09], [-0.21, 0.05, 0.09]],
  "total_charge": 1,
  "e_homo_ev": -11.14,
  "homo_lumo_gap_ev": 6.230,
  "lumo_energy_ev": -4.9126
}